Arrangement w

DFT (wB97M-V/def2-TZVPD) results for a single C7H12 molecule.

Calculated values
- LUMO level (Ha) = 0.0449
- highest occupied orbital energy (eV) = -9.45
- structure (SMILES) = CC[C@H]1C[C@H]2C[C@@H]12

Geometry (Å):
C -1.57 0.98 -1.82
C -0.29 1.01 -0.96
C -0.37 0.28 0.42
C -0.32 -1.27 0.31
C 0.80 -1.30 1.34
C 1.97 -0.47 0.90
C 0.78 0.21 1.46
H -1.44 1.51 -2.78
H -2.40 1.47 -1.30
H -1.87 -0.05 -2.06
H 0.50 0.56 -1.57
H -0.02 2.06 -0.82
H -1.22 0.59 1.05
H -0.04 -1.69 -0.67
H -1.25 -1.74 0.64
H 0.93 -2.03 2.13
H 2.85 -0.50 1.54
H 2.16 -0.34 -0.16
H 0.87 0.73 2.41

Results of the Mulliken charge analysis, in e, for atoms 1 through 6: -1.20 -0.48 0.16 -0.96 -0.16 -0.60

***

Arrangement x

DFT (wB97M-V/def2-TZVPD) results for a single C7H12 molecule.

Calculated values
- LUMO level (Ha) = 0.0424
- highest occupied orbital energy (eV) = -8.54
- structure (SMILES) = C[C@@H]1C=C[C@H](C)C1

Geometry (Å):
C 1.11 2.21 0.01
C 0.66 0.80 -0.89
C 0.91 -0.54 -0.12
C -0.44 -1.34 -0.05
C -0.84 -1.75 1.38
C -1.41 -0.40 -0.73
C -0.81 0.69 -1.23
H 0.43 2.23 0.84
H 2.16 2.14 0.36
H 1.06 3.19 -0.54
H 1.38 1.31 -1.49
H 1.72 -1.19 -0.46
H 1.16 -0.21 0.89
H -0.37 -2.27 -0.65
H -0.94 -0.86 2.01
H -0.08 -2.40 1.83
H -1.80 -2.28 1.40
H -2.47 -0.64 -0.80
H -1.33 1.45 -1.80

Results of the Mulliken charge analysis, in e, for atoms 1 through 6: -1.40 0.29 -0.98 0.58 -1.47 -0.55

***

Of them, the most stable is arrangement w and the least stable is arrangement x.

***

Arrangement w

DFT (wB97M-V/def2-TZVPD) results for a molecular structure, C7H12.

Calculated values
- LUMO level (Ha) = 0.0214
- highest occupied orbital energy (eV) = -9.20

Geometry (Å):
C 1.46 0.34 1.64
C 0.04 -0.08 1.27
C -0.63 0.94 0.26
C -1.40 0.06 -0.78
C -1.23 0.47 -2.24
C -0.65 -1.09 -0.27
C -0.01 -1.58 0.69
H 2.10 0.38 0.75
H 1.45 1.34 2.09
H 1.91 -0.36 2.35
H -0.57 -0.14 2.18
H -1.27 1.67 0.76
H 0.16 1.49 -0.27
H -2.46 -0.02 -0.53
H -0.17 0.57 -2.49
H -1.72 1.43 -2.41
H -1.68 -0.26 -2.91
H 1.98 -2.60 -0.01
H 2.70 -2.77 0.06

Results of the Mulliken charge analysis, in e, for atoms 1 through 6: -1.58 0.91 -1.20 0.72 -1.44 0.14

***

Arrangement x

DFT (wB97M-V/def2-TZVPD) results for a single C7H12 molecule.

Calculated values
- LUMO level (Ha) = 0.0450
- highest occupied orbital energy (eV) = -9.63
- structure (SMILES) = CC[C@H]1C[C@H]2C[C@@H]12

Geometry (Å):
C -2.04 0.86 -1.14
C -1.07 0.85 0.03
C -0.40 -0.51 0.23
C 0.68 -0.92 -0.81
C 1.72 -0.97 0.31
C 1.77 0.33 1.06
C 0.65 -0.62 1.34
H -2.48 1.85 -1.29
H -2.86 0.15 -0.98
H -1.54 0.58 -2.07
H -0.30 1.61 -0.14
H -1.58 1.15 0.96
H -1.17 -1.28 0.33
H 0.90 -0.20 -1.61
H 0.46 -1.89 -1.27
H 2.62 -1.58 0.36
H 2.54 0.36 1.82
H 1.62 1.27 0.53
H 0.48 -1.02 2.34

Results of the Mulliken charge analysis, in e, for atoms 1 through 6: -1.23 -0.40 0.04 -0.87 -0.20 -0.62

***

Of them, the most stable is arrangement x and the least stable is arrangement w.

***

Arrangement w

DFT (wB97M-V/def2-TZVPD) results for a single CH5BS molecule.

Calculated values
- LUMO level (Ha) = -0.0417
- highest occupied orbital energy (eV) = -10.57

Geometry (Å):
B 0.10 -0.61 -0.27
C -0.54 0.83 -0.12
S -0.09 2.09 0.91
H 1.27 -0.39 -0.04
H -0.28 -1.14 -1.20
H -0.41 -0.94 0.68
H -1.28 1.21 -0.82
H 1.25 1.96 1.20

Results of the Mulliken charge analysis, in e, for atoms 1 through 6: 0.04 -0.13 -0.12 -0.11 -0.12 0.01

***

Arrangement x

DFT (wB97M-V/def2-TZVPD) results for 2 unconnected molecules or ions with the total composition CH5BS.

Calculated values
- LUMO level (Ha) = 0.0186
- highest occupied orbital energy (eV) = -10.72
- structure (SMILES) = B=S.C

Geometry (Å):
B 2.18 0.42 -1.72
C -1.32 -0.19 0.88
S 2.22 0.99 -0.25
H 2.03 -0.13 -2.63
H -0.45 0.12 0.26
H -1.85 0.50 1.41
H -2.05 -0.93 0.39
H -0.76 -0.79 1.65

Results of the Mulliken charge analysis, in e, for atoms 1 through 6: 0.29 -0.76 -0.28 0.00 0.02 0.27

***

Of them, the most stable is arrangement x and the least stable is arrangement w.

***

Arrangement w

DFT (wB97M-V/def2-TZVPD) results for a gas-phase ion, C4H7BrN (charge +1).

Calculated values
- total charge = +1
- LUMO level (Ha) = -0.1905
- highest occupied orbital energy (eV) = -14.70
- structure (SMILES) = C=C=[N+](C)CBr

Geometry (Å):
C 1.35 -1.95 0.30
C -1.13 0.15 -0.95
C 0.59 -0.90 0.38
C 0.23 1.44 0.59
N -0.05 0.12 0.01
Br -2.92 0.57 0.01
H 1.26 -2.87 0.86
H 2.19 -1.88 -0.29
H -0.90 0.94 -1.67
H -1.36 -0.68 -1.52
H -0.57 1.64 1.15
H 0.25 2.11 -0.13
H 1.07 1.30 1.26

Results of the Mulliken charge analysis, in e, for atoms 1 through 6: -0.69 -0.55 0.67 -0.97 -0.07 -0.03

***

Arrangement x

DFT (wB97M-V/def2-TZVPD) results for a gas-phase ion, C4H7BrN (charge +1).

Calculated values
- total charge = +1
- LUMO level (alpha / beta) (Ha) = -0.1993 / -0.1993
- highest occupied orbital energy (alpha / beta) (eV) = -14.64 / -14.64
- structure (SMILES) = C=C/[N+](C)=C/Br

Geometry (Å):
C 1.95 0.40 0.22
C 0.73 0.86 -0.10
C -1.68 0.75 0.00
C -0.31 -1.34 -0.15
N -0.49 0.21 0.03
Br -3.34 -0.05 0.09
H 2.69 1.06 0.09
H 2.18 -0.58 0.47
H 0.54 1.86 -0.50
H -1.71 1.80 0.08
H -1.19 -1.94 -0.08
H 0.28 -1.59 0.80
H 0.36 -1.44 -0.96

Results of the Mulliken charge analysis, in e, for atoms 1 through 6: -0.84 0.19 0.15 -0.98 0.10 0.05

***

Arrangement y

DFT (wB97M-V/def2-TZVPD) results for a gas-phase ion, C4H7BrN (charge +1).

Calculated values
- total charge = +1
- LUMO level (Ha) = -0.1614
- highest occupied orbital energy (eV) = -13.70

Geometry (Å):
C 0.75 -1.15 -0.10
C 1.47 -0.08 -0.19
C -0.74 -0.97 -0.05
C -0.08 1.51 -0.17
N -1.04 0.46 0.29
Br 3.34 0.15 -0.01
H 1.18 -2.18 -0.17
H -1.07 -1.36 -1.01
H -1.35 -1.59 0.64
H 0.39 2.04 0.65
H -0.03 1.82 -1.15
H -1.93 0.77 -0.04
H -0.88 0.58 1.31

Results of the Mulliken charge analysis, in e, for atoms 1 through 6: -0.17 -0.10 -0.47 -0.81 -0.12 0.01

***

Of them, the most stable is arrangement x and the least stable is arrangement y.

***

Arrangement w

DFT (wB97M-V/def2-TZVPD) results for 2 unconnected molecules or ions with the total composition C3H11NSi.

Calculated values
- LUMO level (Ha) = 0.0086
- highest occupied orbital energy (eV) = -8.40
- structure (SMILES) = C=[SiH2].CCN

Geometry (Å):
C -1.74 -0.53 -0.67
C 0.51 1.41 2.55
C -0.50 -0.36 -1.55
N 0.20 -1.63 -1.66
Si 2.08 1.01 1.90
H -1.38 -0.66 0.32
H -2.39 0.36 -0.62
H -2.53 -1.19 -0.97
H -0.45 -2.32 -2.02
H -0.24 0.93 3.02
H 0.25 2.47 2.53
H -0.73 0.01 -2.58
H 0.25 0.43 -1.20
H 0.98 -1.49 -2.30
H 2.73 1.71 0.91
H 2.95 -0.14 2.34

Results of the Mulliken charge analysis, in e, for atoms 1 through 6: -1.05 -0.75 -0.17 -0.60 0.31 0.24

***

Arrangement x

DFT (wB97M-V/def2-TZVPD) results for a single C3H11NSi molecule.

Calculated values
- LUMO level (Ha) = 0.0381
- highest occupied orbital energy (eV) = -9.30
- structure (SMILES) = CCCN[SiH3]

Geometry (Å):
C 1.49 -1.10 0.42
C 1.14 0.05 -0.55
C 0.33 1.17 0.09
N -0.90 0.66 0.72
Si -2.02 -0.25 -0.23
H 0.80 -1.12 1.26
H 2.50 -0.97 0.83
H 1.46 -2.07 -0.07
H 2.06 0.50 -0.94
H 0.61 -0.34 -1.42
H 0.10 1.92 -0.68
H 0.94 1.66 0.85
H -1.38 1.41 1.20
H -3.37 0.00 0.34
H -1.74 -1.70 -0.18
H -2.02 0.17 -1.65

Results of the Mulliken charge analysis, in e, for atoms 1 through 6: -1.04 -0.48 -0.66 -0.33 0.37 0.32

***

Of them, the most stable is arrangement x and the least stable is arrangement w.

***

Arrangement w

DFT (wB97M-V/def2-TZVPD) results for a single C3H11NSi molecule.

Calculated values
- LUMO level (Ha) = 0.0348
- highest occupied orbital energy (eV) = -8.08
- structure (SMILES) = C[SiH2]N(C)C

Geometry (Å):
C -1.68 1.37 -0.57
C -1.36 -0.97 0.21
C 2.26 -0.67 -0.90
N -0.78 0.28 -0.11
Si 1.10 0.65 -0.04
H -1.98 1.98 0.34
H -1.24 2.01 -1.22
H -2.59 1.02 -1.02
H -0.54 -1.73 0.27
H -2.08 -1.03 0.96
H -2.07 -1.18 -0.67
H 1.85 -1.56 -1.43
H 2.95 -0.13 -1.60
H 2.66 -1.22 -0.05
H 1.84 0.76 1.28
H 1.35 1.87 -0.68

Results of the Mulliken charge analysis, in e, for atoms 1 through 6: -1.05 -0.87 -1.07 0.05 0.42 0.27

***

Arrangement x

DFT (wB97M-V/def2-TZVPD) results for 2 unconnected molecules or ions with the total composition C3H11NSi.

Calculated values
- LUMO level (alpha / beta) (Ha) = -0.0029 / 0.0274
- highest occupied orbital energy (alpha / beta) (eV) = -7.49 / -7.31

Geometry (Å):
C 0.18 1.53 1.01
C 1.66 -0.42 1.21
C 0.25 0.09 1.29
N -1.74 -0.23 -2.24
Si -0.96 -1.40 -1.29
H -0.62 1.91 0.26
H -0.14 2.08 1.90
H 1.04 2.06 0.61
H 1.84 -1.40 1.78
H 2.21 0.40 1.74
H 1.95 -0.36 0.21
H -0.59 -0.43 1.81
H -1.98 0.68 -1.79
H -1.60 -0.21 -3.25
H 0.31 -1.81 -2.00
H -1.80 -2.47 -1.24

Results of the Mulliken charge analysis, in e, for atoms 1 through 6: -0.95 -1.01 -0.17 -0.40 0.18 0.16

***

Of them, the most stable is arrangement w and the least stable is arrangement x.

***

Arrangement w

DFT (wB97M-V/def2-TZVPD) results for 2 unconnected molecules or ions with the total composition C4H12N3O.

Calculated values
- total charge = +1
- LUMO level (Ha) = -0.1010
- highest occupied orbital energy (eV) = -13.66

Geometry (Å):
N 0.22 -3.13 1.46
C -0.08 -2.32 0.44
N -1.16 -1.47 0.62
O 0.61 -2.30 -0.59
H -0.32 -3.10 2.30
H 0.80 -3.93 1.30
H -1.53 -1.45 1.56
H -1.90 -1.53 -0.05
C -0.29 3.12 0.45
C -0.18 2.10 -0.64
C 0.80 1.21 -0.70
N 0.87 0.07 -1.59
H 0.47 2.98 1.22
H -0.21 4.12 0.03
H -1.27 3.07 0.93
H -0.99 2.08 -1.36
H 1.60 1.28 0.02
H 0.14 0.14 -2.30
H 1.76 -0.05 -2.06
H 0.65 -0.90 -1.05

Results of the Mulliken charge analysis, in e, for atoms 1 through 6: -0.36 0.69 -0.43 -0.70 0.17 0.26

***

Arrangement x

DFT (wB97M-V/def2-TZVPD) results for 2 unconnected molecules or ions with the total composition C4H12N3O.

Calculated values
- total charge = +1
- LUMO level (Ha) = -0.1030
- highest occupied orbital energy (eV) = -14.03

Geometry (Å):
C -2.08 -0.63 -0.80
C -3.38 0.04 -0.69
C 2.85 0.22 1.31
C 1.86 -0.09 0.23
N 1.72 0.79 -0.78
N -0.95 -0.05 -0.47
N 1.15 -1.14 0.43
O -2.09 -1.75 -1.43
H -3.88 -0.42 0.22
H -3.86 -0.36 -1.53
H -3.26 1.18 -0.69
H 3.83 0.13 0.71
H 2.93 -0.45 2.09
H 2.64 1.26 1.51
H 0.89 0.84 -1.30
H 2.24 1.60 -0.67
H -0.87 0.69 0.15
H -1.24 -2.23 -1.50
H 0.18 -1.03 -0.12
H 1.18 -1.63 1.27

Results of the Mulliken charge analysis, in e, for atoms 1 through 6: 0.63 -0.88 -1.18 0.67 -0.39 -0.68

***

Of them, the most stable is arrangement w and the least stable is arrangement x.

***

Arrangement w

DFT (wB97M-V/def2-TZVPD) results for 2 unconnected molecules or ions with the total composition C3H12N2O2.

Calculated values
- LUMO level (Ha) = 0.0355
- highest occupied orbital energy (eV) = -9.10
- structure (SMILES) = NC[C@H](N)CO.O

Geometry (Å):
N -1.76 -0.90 1.32
C -0.60 -0.37 0.61
C 0.50 -1.44 0.37
O 1.08 -1.27 -0.92
C 0.01 0.91 1.26
N -0.09 2.04 0.34
H -1.54 -1.63 1.98
H -2.35 -1.31 0.61
H -0.97 0.01 -0.36
H 0.17 -2.51 0.43
H 1.33 -1.32 1.05
H 0.54 -0.77 -1.57
H 0.93 0.81 1.81
H -0.65 0.99 2.17
H -1.07 2.26 0.22
H 0.63 2.72 0.47
H 0.49 1.30 -1.80
H 1.63 0.52 -2.66
O 0.70 0.76 -2.59

Results of the Mulliken charge analysis, in e, for atoms 1 through 6: -0.71 0.21 -0.58 -0.55 -0.67 -0.57

***

Arrangement x

DFT (wB97M-V/def2-TZVPD) results for 3 unconnected molecules or ions with the total composition C3H12N2O2.

Calculated values
- LUMO level (Ha) = 0.0290
- highest occupied orbital energy (eV) = -8.16
- structure (SMILES) = C/C(N)=C/N.O.O

Geometry (Å):
C -0.88 2.31 -0.64
C -0.28 1.01 -0.13
C -0.96 0.34 0.81
N -0.51 -0.66 1.73
N 0.91 0.59 -0.82
H -1.29 2.21 -1.65
H -0.05 3.02 -0.76
H -1.48 2.76 0.14
H -1.97 0.69 1.01
H 0.47 -0.85 1.54
H -0.80 -0.33 2.64
H 0.76 0.34 -1.79
H 1.58 1.35 -0.92
H -1.03 -2.63 -0.44
H -0.96 -3.99 -1.02
O -0.83 -3.08 -1.28
H 1.74 -0.82 0.17
H 3.22 -0.96 0.67
O 2.35 -1.32 0.73

Results of the Mulliken charge analysis, in e, for atoms 1 through 6: -1.36 0.49 -0.48 -0.52 -0.55 0.29

***

Of them, the most stable is arrangement x and the least stable is arrangement w.